C29H58Br2F7N3O12S2 | the ωB97M-V functional and the def2-TZVPD basis

**E**: -8850.2161 hartree

Last column: Mulliken charge in e.
Atoms and positions in Å:
O: 5.55 -3.80 5.82  -0.468
O: -3.24 -3.84 0.86  -0.354
H: 2.85 5.06 -0.78  0.302
H: -0.91 8.17 0.59  0.297
C: 1.79 0.36 1.46  0.563
C: 2.13 -1.22 -1.01  0.643
H: 3.19 5.03 -2.54  0.400
C: 2.59 1.53 -6.16  -0.620
C: -0.27 -0.87 -2.45  0.342
H: -3.43 -2.15 -7.83  0.215
C: 1.32 -0.16 -0.80  -1.703
H: 0.26 -1.17 1.40  0.009
H: 4.39 -3.40 -0.25  0.496
H: 1.54 5.28 -1.95  -0.073
C: -6.01 -0.04 1.47  -0.722
H: 2.49 -3.25 2.95  0.080
H: -5.14 -2.76 -6.39  0.309
C: -3.89 -3.14 -7.83  -0.453
H: -1.41 4.46 5.36  0.167
C: -0.77 1.31 -1.39  -1.361
C: 5.23 -4.54 6.99  -0.546
C: 0.53 -2.02 -2.68  0.623
H: -2.87 -4.67 2.68  0.218
H: -2.62 1.31 1.28  0.736
C: -1.13 7.11 0.43  -0.711
H: -1.74 1.20 -1.84  1.019
O: 1.56 2.08 -5.34  -0.399
F: -5.12 -2.61 -0.84  -0.220
H: 2.72 -3.41 0.33  0.518
Br: -2.40 3.34 -0.39  -0.122
H: 5.72 -2.89 6.09  0.281
S: -1.70 -0.72 -3.51  1.344
H: -1.62 -0.02 0.72  0.002
C: 0.41 5.38 3.35  -0.663
H: 5.04 -5.57 6.69  0.212
H: -4.37 -3.73 2.60  0.250
H: -1.40 6.65 1.37  0.248
O: -1.75 0.62 -3.99  -0.639
C: 3.44 -1.45 -0.33  -1.224
H: 3.10 1.51 -1.27  0.458
F: -6.09 -3.28 -2.64  -0.294
F: -4.57 -1.80 -4.18  -0.256
O: -1.89 2.60 6.07  -0.533
H: 1.17 -1.05 2.90  0.526
C: -3.25 -0.89 -2.46  0.399
H: 4.12 -1.76 2.15  0.236
N: 2.41 -3.27 -2.27  -0.559
H: 1.87 -1.76 1.47  -0.751
H: -3.99 -3.62 0.31  0.323
O: -5.29 0.29 0.29  -0.370
C: 3.65 -2.85 0.31  -1.270
H: -0.06 6.37 3.48  0.361
H: 3.34 -5.76 3.17  0.443
H: -1.49 1.93 6.63  0.298
H: -6.76 -0.82 1.27  0.249
H: 4.28 -5.41 1.74  0.280
H: 3.69 -0.70 0.40  0.227
H: 3.67 7.09 -1.57  0.299
H: -0.78 4.11 6.98  0.319
H: 4.34 -4.14 7.48  0.262
H: -1.06 1.11 1.97  0.070
F: -2.93 -1.07 -1.17  0.104
H: -4.28 -5.34 1.84  0.291
C: 1.73 -2.19 -1.96  1.268
H: 0.89 1.41 -5.21  0.243
H: 3.35 2.30 -6.30  0.242
H: -0.04 3.36 5.54  0.169
C: -1.04 1.95 -0.01  -0.101
F: -6.24 -1.23 -2.08  -0.220
O: 2.75 6.91 -1.74  -0.543
H: 2.20 1.23 -7.13  0.288
S: 1.55 -4.01 -3.40  0.026
O: -5.21 -3.09 -7.30  -0.538
C: 0.09 0.05 -1.52  -0.585
C: 3.38 -5.14 2.28  -1.369
H: 6.07 -4.53 7.69  0.262
C: -4.16 -2.03 -2.94  0.886
C: -0.97 3.69 5.99  -0.400
H: -3.26 -3.82 -7.24  0.210
H: -4.84 -0.50 0.00  0.099
H: 5.26 -3.01 1.77  0.622
H: 3.05 0.67 -5.67  0.218
Br: 0.17 2.60 -2.51  0.005
C: -3.73 -4.43 2.06  -0.635
C: -1.62 1.01 1.05  -1.249
H: 0.95 5.12 4.26  0.318
N: 1.70 0.84 0.16  1.160
C: 2.58 5.49 -1.75  -0.371
O: 2.30 1.05 2.31  -0.655
H: 0.79 5.69 1.48  0.371
C: 4.20 -2.78 1.75  -0.815
H: -3.95 -3.50 -8.85  0.257
F: -3.93 0.25 -2.55  -0.307
H: 3.72 1.46 0.42  0.371
C: 1.23 -0.97 1.83  0.188
H: 2.63 2.71 -0.09  0.234
C: 3.46 -3.68 2.74  -0.092
C: -5.43 -2.26 -2.09  0.180
H: 0.31 6.78 -0.88  0.219
O: -1.74 -1.71 -4.53  -0.703
O: 0.02 6.42 -0.04  -0.386
H: 2.48 -5.36 1.72  0.346
H: -0.37 4.64 3.17  0.187
H: 4.19 -1.36 -1.12  0.917
H: -6.53 0.85 1.81  0.274
C: 2.87 1.66 -0.22  -1.122
H: -1.97 7.01 -0.27  0.288
H: -5.34 -0.39 2.26  0.282
H: 4.02 -3.66 3.67  0.294
H: -0.18 2.50 0.31  0.845
F: -3.46 -3.17 -2.89  -0.271
N: 0.34 -3.01 -3.54  -0.475
O: 1.32 5.44 2.26  -0.540